#a
Density functional theory data (ωB97M-V with the def2-TZVPD basis set) for a cluster of 2 separate species, C4H7NO in total.

Positions of all 13 atoms, in Å:
C -2.4391 0.1475 0.2512
C -0.9381 0.0619 0.1190
C -0.2569 0.9066 -0.6206
O 0.3129 1.6958 -1.2724
H -2.8941 -0.8337 0.0787
H -2.8566 0.8389 -0.4869
H -2.7433 0.4935 1.2461
H -0.3728 -0.7201 0.6122
C 2.6026 -0.1633 0.0568
N 1.9712 -1.0440 -0.6018
H 2.7861 0.8042 -0.4116
H 2.9729 -0.2918 1.0778
H 1.8553 -1.8956 -0.0486

- Kohn-Sham gap: 9.5 eV
- E_HOMO: -0.317 Ha
- SMILES: CC=C=O.C=N



#b
Density functional theory data (ωB97M-V with the def2-TZVPD basis set) for a cluster of 2 separate species, C4H7NO in total.

Positions of all 13 atoms, in Å:
C -1.7110 -0.5204 -0.2487
C -0.9496 -0.6510 0.7533
C -2.0845 0.3050 0.9852
H -2.3106 -0.8389 -1.1063
H 0.0612 -0.8466 0.9672
H -1.9065 1.3322 0.8143
H -3.1054 0.2640 1.4267
C 1.7357 0.8874 -0.2072
N 1.7665 -0.3658 -0.2942
O 2.6964 -0.7628 -1.2522
H 2.4105 1.6017 -0.7186
H 0.8702 1.2869 0.3703
H 2.5272 -1.6917 -1.4897

- Kohn-Sham gap: 10.1 eV
- E_HOMO: -0.335 Ha
- SMILES: C1=CC1.C=NO



#c
Density functional theory data (ωB97M-V with the def2-TZVPD basis set) for the molecule C4H7NO.

Positions of all 13 atoms, in Å:
O -2.8176 0.6478 0.6935
C -1.9745 -0.2090 0.5487
C -0.5534 0.2120 0.8218
N 0.5185 -0.5655 0.2114
C 0.8018 -0.4150 -1.2077
C 1.7124 0.1635 -0.1922
H -2.2543 -1.2206 0.2061
H -0.3784 0.1921 1.9026
H -0.7630 1.2815 0.6085
H 0.1763 0.2646 -1.7812
H 1.0967 -1.3248 -1.7315
H 2.6747 -0.3052 0.0137
H 1.6918 1.2444 -0.0674

- Kohn-Sham gap: 10.7 eV
- E_HOMO: -0.351 Ha
- SMILES: O=CCN1CC1



#d
Density functional theory data (ωB97M-V with the def2-TZVPD basis set) for the molecule C4H7NO.

Positions of all 13 atoms, in Å:
C 1.4961 0.2694 0.5411
O 0.9721 -0.7246 -0.1934
C -0.3320 -0.5392 -0.6897
C -1.4326 -0.7374 0.3449
C -0.4164 0.9156 -1.2012
N 0.3850 1.7072 -0.7124
H 1.0237 0.4718 1.5063
H 1.2938 2.0560 -0.4504
H 2.5846 0.1895 0.5784
H -0.4408 -1.2482 -1.5134
H -1.3691 -1.7430 0.7689
H -1.3548 -0.0030 1.1522
H -2.4094 -0.6142 -0.1314

- Kohn-Sham gap (alpha / beta): 8.3 / 8.3 eV
- E_HOMO (alpha / beta): -0.276 / -0.276 Ha



Stability ranking, top entry: #a; the second entry is 0.198 eV less favorable.



#a
Density functional theory data (ωB97M-V with the def2-TZVPD basis set) for the molecule C4H7NO.

Positions of all 13 atoms, in Å:
C -0.3914 -1.1668 1.9915
C -0.3254 -0.1093 0.9340
N 0.5391 -0.1393 0.0083
C 0.5279 0.9473 -0.9468
C 0.2682 0.4286 -2.3481
O -0.2160 1.1023 -3.2242
H -1.3333 -1.7241 1.9261
H -0.3554 -0.7096 2.9871
H 0.4455 -1.8588 1.8775
H -1.0635 0.7074 1.0046
H -0.1974 1.7471 -0.7295
H 1.5303 1.3999 -0.9611
H 0.5715 -0.6248 -2.5192

- Kohn-Sham gap: 10.8 eV
- E_HOMO: -0.358 Ha
- SMILES: C/C=N/CC=O



#b
Density functional theory data (ωB97M-V with the def2-TZVPD basis set) for the molecule C4H7NO.

Positions of all 13 atoms, in Å:
C -1.4121 -0.5693 -1.0750
C -0.4499 -0.9180 0.0195
O -0.7984 -0.1538 1.2656
C 0.3956 0.0646 0.6172
C 1.2511 1.1549 0.2160
N 1.7068 0.0727 1.1586
H -2.3405 -1.1179 -0.8928
H -1.6271 0.5017 -1.0239
H -1.0511 -0.8234 -2.0766
H -0.1198 -1.9569 0.0942
H 1.0742 2.1576 0.5814
H 1.7076 1.0565 -0.7666
H 1.6494 0.4204 2.1162

- Kohn-Sham gap: 10.4 eV
- E_HOMO: -0.343 Ha
- SMILES: C[C@@H]1O[C@]12CN2



#c
Density functional theory data (ωB97M-V with the def2-TZVPD basis set) for a cluster of 2 separate species, C4H7NO in total.

Positions of all 13 atoms, in Å:
N 2.9961 1.1652 -0.4938
C 1.8740 0.8824 -0.4465
C 0.4853 0.5001 -0.3429
C 0.1790 -0.9723 -0.1447
C -0.1671 -0.3138 -1.4357
H -0.1460 1.2423 0.1373
H -0.6278 -1.2149 0.5375
H 1.0391 -1.6343 -0.1247
H -1.2139 -0.0863 -1.6119
H 0.4169 -0.5428 -2.3204
O -1.8228 0.3717 1.7510
H -2.1258 0.0419 2.6048
H -0.8870 0.5608 1.8899

- Kohn-Sham gap: 11.3 eV
- E_HOMO: -0.394 Ha
- SMILES: N#CC1CC1.O



Stability ranking, top entry: #a; the second entry is 0.248 eV less favorable.



#a
Density functional theory data (ωB97M-V with the def2-TZVPD basis set) for a cluster of 2 separate species, C4H7NO in total.

Positions of all 13 atoms, in Å:
C 1.3043 -1.4218 -0.0820
C 1.9766 -0.2972 -0.0774
N 2.6648 0.6883 0.0109
H 0.4644 -1.7128 -0.5994
H 1.7075 -2.1766 0.5070
H 2.4968 1.4640 0.6304
C -1.9019 0.0655 0.2583
C -0.9815 1.0734 -0.4871
O 0.0910 1.1664 0.0178
H -2.8646 0.2044 -0.1711
H -1.9084 0.2713 1.3844
H -1.5621 -0.8939 0.0045
H -1.4869 1.5691 -1.3963

- Kohn-Sham gap: 9.3 eV
- E_HOMO: -0.310 Ha
- SMILES: C=C=N.CC=O



#b
Density functional theory data (ωB97M-V with the def2-TZVPD basis set) for the molecule C4H7NO.

Positions of all 13 atoms, in Å:
C -1.6215 -0.8501 -0.0406
C -0.7446 0.3134 -0.4598
O -0.0085 0.7689 0.6763
C 1.3625 0.9125 0.4686
C 2.0329 -0.3886 0.2290
N 2.5243 -1.4161 0.0296
H -2.2882 -0.5510 0.7733
H -2.2331 -1.1933 -0.8815
H -1.0005 -1.6812 0.3074
H -1.3435 1.1513 -0.8404
H -0.0577 0.0009 -1.2578
H 1.7816 1.3594 1.3741
H 1.5963 1.5738 -0.3782

- Kohn-Sham gap: 11.6 eV
- E_HOMO: -0.394 Ha
- SMILES: CCOCC#N



#c
Density functional theory data (ωB97M-V with the def2-TZVPD basis set) for the molecule C4H7NO.

Positions of all 13 atoms, in Å:
C 1.4237 0.3445 0.4344
O 0.9138 -0.8611 -0.0172
C -0.3402 -0.5538 -0.6727
C -1.4947 -0.7438 0.3112
C -0.2730 0.8942 -1.1248
N 0.7703 1.3221 -0.4547
H 1.1437 0.5732 1.4760
H 1.0955 2.2800 -0.4717
H 2.5152 0.3580 0.3484
H -0.4248 -1.2436 -1.5188
H -1.4469 -1.7483 0.7422
H -1.4223 -0.0157 1.1289
H -2.4605 -0.6057 -0.1812

- Kohn-Sham gap: 9.6 eV
- E_HOMO: -0.322 Ha



Stability ranking, top entry: #b; the second entry is 1.130 eV less favorable.



#a
Density functional theory data (ωB97M-V with the def2-TZVPD basis set) for a cluster of 2 separate species, C4H7NO in total.

Positions of all 13 atoms, in Å:
C 2.0261 0.6279 0.5197
N 1.3501 -1.1012 -0.4991
C 0.1746 -0.7193 -0.4003
C -1.3426 -0.9384 -0.6264
C -1.4996 0.4005 0.0941
O -0.0827 0.4904 0.2171
H 1.5930 1.5459 0.9652
H 2.5924 0.8359 -0.3648
H 2.3941 -0.0470 1.2664
H -1.7645 -1.7960 -0.1034
H -1.6514 -0.9325 -1.6714
H -1.8511 1.2511 -0.4898
H -1.9386 0.3827 1.0926

- Kohn-Sham gap: 9.4 eV
- E_HOMO: -0.330 Ha



#b
Density functional theory data (ωB97M-V with the def2-TZVPD basis set) for the molecule C4H7NO.

Positions of all 13 atoms, in Å:
C 1.0235 0.0205 1.2033
N 0.6805 0.0729 -0.2099
C -0.1697 -1.0386 -0.6128
C -1.4618 -0.0875 -0.5521
O -2.6181 -0.1797 -0.8466
C -0.3366 1.0744 -0.4972
H 1.5580 0.9374 1.4690
H 0.1602 -0.0889 1.8911
H 1.7000 -0.8236 1.3675
H -0.0723 -1.2342 -1.6895
H 0.0790 -1.9700 -0.0829
H -0.2242 1.9735 0.1289
H -0.2814 1.3983 -1.5460

- Kohn-Sham gap: 10.1 eV
- E_HOMO: -0.339 Ha
- SMILES: CN1CC(=O)C1



Stability ranking, top entry: #b; the second entry is 2.878 eV less favorable.



#a
Density functional theory data (ωB97M-V with the def2-TZVPD basis set) for a structure of composition C4H7NO.

Positions of all 13 atoms, in Å:
O -1.2169 -1.0411 1.2219
C -0.4343 -1.0737 0.0842
C -0.8175 -0.3244 -1.1093
C 0.7737 1.1447 -0.6676
N 0.2351 1.4749 0.4503
C 0.6119 -0.0233 0.0570
H -1.2345 -0.1101 1.5010
H -0.0149 -2.0531 -0.1106
H -1.6963 0.3196 -1.0356
H -0.6333 -0.7534 -2.0902
H 1.3703 1.5361 -1.4791
H 1.3746 0.8359 1.6087
H 1.6823 0.0680 1.5693

- Kohn-Sham gap: 9.0 eV
- E_HOMO: -0.298 Ha



#b
Density functional theory data (ωB97M-V with the def2-TZVPD basis set) for the molecule C4H7NO.

Positions of all 13 atoms, in Å:
C -1.2616 0.5452 1.2500
C -1.2332 -0.0442 -0.1714
C 0.1834 -0.0164 -0.6468
N 0.9694 -0.9927 -0.4189
C 2.3165 -0.7504 -0.7800
O 3.2127 -1.4992 -0.5099
H -0.4291 0.1406 1.8328
H -2.1907 0.2838 1.7608
H -1.1703 1.6360 1.2321
H -1.8832 0.5315 -0.8398
H -1.5751 -1.0826 -0.1581
H 0.5462 0.9202 -1.1044
H 2.4909 0.2024 -1.3298

- Kohn-Sham gap: 10.3 eV
- E_HOMO: -0.370 Ha
- SMILES: CC/C=N/C=O



Stability ranking, top entry: #b; the second entry is 7.013 eV less favorable.



#a
Density functional theory data (ωB97M-V with the def2-TZVPD basis set) for a structure of composition C4H7NO.

Positions of all 13 atoms, in Å:
C 0.5192 -0.6143 -0.0565
C -0.6960 0.9903 -0.2171
C 1.1199 -2.4259 0.1742
C -1.3218 2.3223 -0.1650
N -0.1951 0.1785 -1.1237
O -0.3297 0.1957 0.8738
H 1.6078 -0.3762 0.1917
H 1.2681 -2.5067 1.1967
H 1.9820 -2.4977 -0.3103
H 0.4269 -3.1136 -0.2657
H -2.2455 2.2678 -0.5780
H -0.7444 3.0859 -0.5965
H -1.3914 2.4939 0.8765

- Kohn-Sham gap: 10.2 eV
- E_HOMO: -0.338 Ha



#b
Density functional theory data (ωB97M-V with the def2-TZVPD basis set) for the molecule C4H7NO.

Positions of all 13 atoms, in Å:
N 2.8106 -0.1237 -0.1353
C 1.6388 -0.7121 0.1060
O 0.7140 0.2677 0.1130
C -0.5848 -0.1951 0.4055
C -1.5813 -0.2818 -0.7012
C -1.6747 0.8161 0.3334
H 3.6410 -0.6924 -0.1565
H 2.9201 0.8813 -0.2477
H -0.5955 -0.9494 1.1842
H -1.2413 -0.0014 -1.6927
H -2.2995 -1.0959 -0.6769
H -2.4643 0.7790 1.0778
H -1.3932 1.8165 0.0195

- Kohn-Sham gap: 10.0 eV
- E_HOMO: -0.322 Ha



Stability ranking, top entry: #b; the second entry is 1.806 eV less favorable.